No. 1
DFT (ωB97M-V with the def2-TZVPD basis set) results for C50H60N6PPdSi as an isolated structure.

XYZ file:
```
119
Properties=species:S:1:pos:R:3:lowdin_charge:R:1
Pd -1.00144 0.22907 -0.44482 0.75
N 3.82030 8.70061 4.46440 0.21
C 3.18907 7.84370 4.03486 -0.16
C 2.39858 6.76945 3.49722 -0.20
C 2.92877 5.48193 3.44520 0.01
C 2.17132 4.44681 2.92645 0.00
C 0.89766 4.71332 2.44963 -0.19
C 0.35662 5.98773 2.49960 0.01
C 1.10895 7.01964 3.03215 0.01
N 0.11841 3.63941 1.89691 0.02
C -1.20181 3.36946 2.15456 0.01
C -1.51387 2.27063 1.42139 -0.12
N -0.38673 1.86076 0.72315 -0.05
C 0.57081 2.72316 1.02953 -0.14
H 3.92270 5.29554 3.82726 0.14
H 2.56062 3.43561 2.92724 0.12
H -0.63753 6.18275 2.11738 0.12
H 0.70580 8.02149 3.08185 0.14
H -1.78510 3.95141 2.84752 0.15
H -2.46497 1.77083 1.34990 0.10
H 1.57200 2.74711 0.63999 0.14
C -3.23395 3.97728 -1.61116 -0.01
C -3.72257 2.75494 -2.05094 -0.03
C -2.83815 1.75571 -2.42517 -0.10
C -1.44445 1.95844 -2.33721 -0.33
C -0.97449 3.20848 -1.87152 -0.10
C -1.85896 4.20346 -1.52108 -0.04
Si -0.28870 0.70110 -3.01089 0.94
C -1.02021 -0.76337 -3.83997 -0.30
C -0.55752 -2.07399 -3.65293 -0.12
C -1.09472 -3.11705 -4.38882 -0.04
C -2.07108 -2.86309 -5.34708 -0.03
C -2.52448 -1.56785 -5.56167 -0.04
C -2.01051 -0.52257 -4.80443 -0.09
C 1.48478 1.01152 -3.27607 -0.28
C 2.03572 2.29927 -3.39433 -0.07
C 3.31103 2.47104 -3.90649 -0.03
C 4.06347 1.36541 -4.28593 -0.02
C 3.54307 0.08161 -4.16212 -0.05
C 2.25631 -0.09640 -3.68588 -0.09
H -3.92553 4.76761 -1.34823 0.13
H -4.78908 2.59121 -2.12969 0.13
H -3.22583 0.82399 -2.80956 0.08
H 0.08759 3.38676 -1.76942 0.09
H -1.48910 5.16486 -1.18923 0.13
H 0.20224 -2.29030 -2.91316 0.09
H -0.74304 -4.12850 -4.23048 0.12
H -2.46593 -3.67865 -5.93950 0.13
H -3.26531 -1.36728 -6.32454 0.13
H -2.37580 0.48153 -4.98786 0.11
H 1.45607 3.18056 -3.15666 0.09
H 3.71193 3.46831 -4.02694 0.13
H 5.05754 1.50550 -4.69028 0.13
H 4.12442 -0.77316 -4.48104 0.13
H 1.84416 -1.09397 -3.66781 0.09
N -5.32077 -2.73018 -2.63670 0.19
C -4.74952 -2.03692 -1.64183 -0.33
C -3.41222 -1.58045 -1.73216 -0.08
N -2.85686 -0.90960 -0.73962 -0.04
C -3.59622 -0.65761 0.35613 -0.14
C -4.90727 -1.10525 0.42360 -0.07
N -5.47578 -1.78857 -0.55121 0.17
H -4.82979 -2.95161 -3.48404 0.11
H -6.27885 -3.02535 -2.53557 0.13
H -2.82682 -1.78624 -2.61362 0.09
H -3.14590 -0.12994 1.18071 0.06
H -5.50671 -0.91109 1.30543 0.13
C -0.05278 -1.23167 5.18499 -0.17
C -1.33061 -1.60308 4.41565 -0.16
C -1.26636 -1.14893 2.94515 -0.21
C 0.18604 -1.21415 2.46376 -0.41
C 1.03502 -0.14182 3.17231 -0.17
C 0.55676 0.04920 4.62743 -0.17
P 0.36341 -1.31995 0.64947 1.12
C 0.05565 -3.06504 0.11117 -0.37
C -1.38454 -3.48440 -0.21805 -0.21
C -1.47823 -5.00770 -0.29871 -0.17
C -1.29043 -5.64351 1.08668 -0.16
C -0.37444 -4.77655 1.95788 -0.17
C 0.69120 -4.09064 1.10679 -0.18
C 2.10620 -1.06432 0.11416 -0.38
C 3.09374 -1.95539 0.92518 -0.17
C 4.49109 -1.32920 1.00714 -0.17
C 4.86139 -0.68610 -0.32036 -0.17
C 3.94481 0.51488 -0.59657 -0.16
C 2.58124 0.38828 0.09877 -0.22
H 0.68111 -2.04059 5.12134 0.12
H -0.27794 -1.11678 6.24380 0.12
H -2.20284 -1.14828 4.88667 0.12
H -1.48561 -2.68262 4.45751 0.11
H -1.61005 -0.11225 2.85159 0.09
H -1.92936 -1.76532 2.33584 0.09
H 0.57237 -2.19673 2.76288 0.11
H 0.96353 0.81216 2.65025 0.08
H 2.08595 -0.43508 3.15562 0.11
H -0.18778 0.84912 4.67140 0.12
H 1.39640 0.37641 5.23996 0.12
H 0.63441 -3.11487 -0.81689 0.10
H -1.66958 -3.05289 -1.16998 0.06
H -2.08977 -3.11912 0.53260 0.10
H -0.71428 -5.37309 -0.99261 0.12
H -2.43907 -5.29058 -0.72982 0.12
H -0.86074 -6.63940 0.97817 0.12
H -2.25489 -5.77498 1.57794 0.12
H 0.10796 -5.37941 2.72697 0.13
H -0.95922 -4.01858 2.49067 0.10
H 1.22182 -4.83860 0.51384 0.14
H 1.44326 -3.64132 1.74843 0.08
H 2.08815 -1.41715 -0.92478 0.11
H 3.16604 -2.92825 0.43767 0.12
H 2.73146 -2.13582 1.93740 0.09
H 5.19964 -2.10851 1.28609 0.13
H 4.53133 -0.58005 1.80321 0.12
H 4.76122 -1.43080 -1.11671 0.12
H 5.90411 -0.37276 -0.32344 0.12
H 3.78992 0.62470 -1.66637 0.07
H 4.41792 1.43880 -0.25615 0.13
H 1.86192 1.01554 -0.43007 0.06
H 2.65099 0.73722 1.12974 0.10
```

The LUMO energy (alpha / beta) comes out at -9.92 / -9.92 eV. The calculation puts the HOMO energy (alpha / beta) at -15.8 / -15.8 eV. The spin multiplicity is 1. Its charge is +3. The energy comes out at -82387.966 eV.

***

No. 2
DFT (ωB97M-V with the def2-TZVPD basis set) results for C50H61AsN2O3SeW as an isolated structure at a distorted geometry.

XYZ file:
```
119
Properties=species:S:1:pos:R:3:lowdin_charge:R:1
W -0.63091 -0.54291 -0.61718 1.73
C -0.97263 6.64242 1.77063 -0.05
C -1.05872 5.60294 2.86242 -0.54
C -2.51803 5.53965 3.38083 -0.01
C -0.15198 6.00169 4.02137 -0.02
C -0.77405 4.21370 2.35153 -0.13
C -0.77459 3.95381 1.02468 -0.04
C -0.54222 2.65491 0.61235 -0.39
Se -0.64764 2.22054 -1.24114 1.29
C 1.21591 2.13413 -1.81449 -0.34
C 1.94768 3.25442 -1.87763 0.01
C 3.31156 3.15954 -2.30196 -0.05
C 3.69731 1.89848 -2.87212 0.11
C 2.93305 0.71503 -2.89313 -0.03
C 1.66947 0.85215 -2.16249 -0.25
O 0.89214 -0.16903 -1.82515 -0.22
C 3.47452 -0.51708 -3.51801 -0.53
C 4.82825 -0.29035 -4.20810 -0.04
C 3.78093 -1.54921 -2.41216 -0.02
C 2.47436 -1.06245 -4.59650 0.00
C 4.23360 4.28454 -2.30850 -0.58
C 3.56467 5.60879 -2.73380 0.00
C 5.45522 4.07458 -3.15101 -0.04
C 4.73904 4.51775 -0.85221 0.02
C -0.41823 1.60725 1.52132 -0.26
O -0.33808 0.33252 0.93185 -0.29
C -0.57733 1.79656 2.86841 -0.07
C -0.72055 3.11067 3.23938 0.09
C -0.71623 0.66445 3.93623 -0.49
C -0.67233 1.18482 5.39085 -0.02
C -2.08753 0.00631 3.71607 -0.03
C 0.39025 -0.36648 3.73477 -0.04
H -1.06422 7.62850 2.20443 0.10
H 0.02239 6.60445 1.30211 0.10
H -1.78745 6.59138 1.05693 0.09
H -2.74098 6.44276 3.94138 0.11
H -3.17298 5.41889 2.58057 0.07
H -2.72178 4.68941 4.03047 0.09
H -0.18697 7.05395 4.27526 0.10
H -0.35100 5.44765 4.89765 0.07
H 0.91006 5.76563 3.84523 0.10
H -0.86367 4.82279 0.32206 0.13
H 1.54644 4.20943 -1.58113 0.13
H 4.74983 1.75216 -3.17556 0.11
H 5.64436 -0.15783 -3.52001 0.10
H 5.02264 -1.12730 -4.89085 0.11
H 4.84699 0.55069 -4.89683 0.10
H 4.40115 -1.06867 -1.62426 0.11
H 2.91677 -2.00997 -1.89106 0.07
H 4.33310 -2.39843 -2.85139 0.11
H 2.44312 -0.31842 -5.40091 0.11
H 2.92260 -1.97389 -5.04735 0.11
H 1.48645 -1.28648 -4.21754 0.05
H 3.03462 5.48081 -3.68391 0.11
H 2.88799 5.95867 -1.94476 0.09
H 4.41268 6.32036 -2.81629 0.12
H 5.17113 4.04077 -4.20060 0.11
H 6.07442 4.94996 -2.98672 0.11
H 6.01294 3.19043 -2.86740 0.09
H 3.88081 4.56920 -0.19543 0.08
H 5.36360 3.69264 -0.50713 0.11
H 5.27027 5.47130 -0.85557 0.12
H -0.80801 3.32127 4.28232 0.11
H -1.58804 1.61992 5.72735 0.09
H -0.53809 0.34092 6.04278 0.09
H 0.11544 1.90208 5.56338 0.10
H -2.92805 0.54512 4.12412 0.09
H -2.29301 -0.17154 2.63843 0.07
H -2.18235 -1.03365 4.10221 0.10
H 1.37773 0.11960 3.61147 0.11
H 0.43559 -1.05388 4.59123 0.10
H 0.23689 -1.06789 2.91156 0.05
C -4.18705 -0.03809 -0.77525 0.04
C -3.32206 -0.34708 -1.96054 -0.32
N -1.98812 -0.52101 -2.15754 -0.17
C -1.77643 -0.83805 -3.49240 -0.09
C -2.94686 -0.83678 -4.13075 0.00
N -3.89671 -0.51221 -3.16001 0.16
H -4.46759 -0.99203 -0.23511 0.12
H -5.04857 0.51092 -1.06363 0.09
H -3.60184 0.56529 -0.07357 0.08
H -0.74462 -1.09895 -3.91692 0.14
H -3.18842 -0.98760 -5.14743 0.14
H -4.85927 -0.35811 -3.39548 0.19
O -1.19638 -2.13197 0.03075 -0.56
As -1.55717 -3.90164 0.62442 1.46
C -0.96886 -4.78992 -0.98495 -0.32
C 0.12267 -4.24775 -1.65941 -0.13
C 0.63623 -4.94070 -2.75951 -0.04
C 0.06375 -6.14610 -3.19019 -0.01
C -0.99294 -6.67351 -2.46558 -0.03
C -1.52430 -6.01570 -1.37739 -0.07
C -0.48392 -4.32368 2.06121 -0.36
C -1.05498 -4.62812 3.27615 -0.07
C -0.28025 -5.30041 4.24090 -0.01
C 1.07193 -5.57272 3.98187 0.01
C 1.63688 -5.20708 2.74248 -0.02
C 0.86801 -4.58034 1.78416 -0.08
C -3.42095 -4.15768 0.63778 -0.32
C -4.17799 -4.41675 1.79376 -0.06
C -5.53407 -4.47753 1.65862 -0.03
C -6.15794 -4.41259 0.41277 -0.01
C -5.39616 -4.33266 -0.74707 -0.02
C -4.01701 -4.07449 -0.62250 -0.11
H 0.51583 -3.27851 -1.32896 0.07
H 1.59374 -4.63849 -3.19421 0.12
H 0.53904 -6.69255 -3.98349 0.13
H -1.48747 -7.59920 -2.70337 0.13
H -2.39581 -6.42720 -0.83183 0.13
H -2.09653 -4.45297 3.54044 0.09
H -0.73179 -5.64129 5.15530 0.12
H 1.60913 -6.16389 4.72304 0.14
H 2.65078 -5.43862 2.49451 0.12
H 1.29893 -4.33409 0.78487 0.12
H -3.71534 -4.52022 2.76641 0.09
H -6.12422 -4.61711 2.56518 0.14
H -7.22536 -4.51398 0.37615 0.13
H -5.89989 -4.41296 -1.69226 0.12
H -3.44031 -3.85083 -1.47476 0.09
```

The LUMO energy comes out at -13.66 eV. The calculation puts the HOMO energy at -18.1 eV. The spin multiplicity is 1. Its charge is +4. The energy above the lowest of the compared OMol25 structures with the same formula, charge and spin is 0.0 kcal per mole. The energy comes out at -189934.404 eV.

***

No. 3
DFT (ωB97M-V with the def2-TZVPD basis set) results for C50H63BBr2N6O14PS as an isolated structure at a distorted geometry.

XYZ file:
```
138
Properties=species:S:1:pos:R:3:lowdin_charge:R:1
C 0.95213 -0.85754 -3.49581 0.21
C 0.20523 -0.54713 -2.62280 -0.18
N -0.57245 -0.13179 -1.51577 -0.11
C -1.09610 1.27266 -1.63803 -0.10
C -0.48189 2.13162 -2.71861 -0.17
O -1.47533 3.18353 -2.85644 -0.06
C -1.54547 3.69968 -4.10873 -0.34
O -2.57583 3.85064 -4.68012 0.12
C 0.19180 -0.38654 -0.22283 -0.20
C 1.30600 0.56585 0.22447 -0.55
Br 2.53657 1.15633 -1.20379 0.81
C 0.94390 1.78029 1.13719 -0.65
C -0.31678 1.70303 1.99477 -0.13
Br 0.85987 3.52809 0.19877 0.78
C 0.38411 -1.93226 -0.08993 -0.10
C 1.75192 -2.30253 -0.67365 -0.11
O 2.56020 -2.82688 0.39791 -0.04
C 3.72189 -3.40056 -0.09332 -0.49
C 4.97308 -2.58282 0.02926 0.04
O 3.69697 -4.47750 -0.60298 0.17
B 0.49087 -2.30649 1.50438 -0.39
O 0.65044 -1.20063 2.33429 0.14
C 0.37885 -3.67664 2.25824 -0.10
C 0.76968 -5.02399 1.64062 -0.07
C -0.90111 -2.52099 -0.80263 -0.27
C -0.75961 -3.60745 -1.83906 -0.16
C 0.05216 -4.88391 -1.54778 -0.17
C 0.37931 -5.58699 -2.88097 -0.19
C -0.65789 -6.66403 -3.27463 -0.25
C -0.14618 -8.06031 -2.93091 -0.10
O -1.80310 -2.83779 0.31136 -0.05
C -2.29176 -4.02762 0.38585 -0.36
N -2.80334 -5.05717 0.43789 0.23
C -1.65640 -1.22425 -1.47453 -0.59
S -3.12968 -0.70635 -0.49621 0.94
P -2.47564 -1.63671 -3.20002 1.02
C -4.21661 -2.08386 -2.80293 -0.31
C -2.68320 -0.09811 -4.21091 -0.37
C -1.70864 -0.08188 -5.41293 -0.14
H 1.63009 -1.05542 -4.28820 0.09
H -2.15763 1.24991 -1.83181 0.09
H -1.01379 1.74952 -0.67072 0.09
H 0.45162 2.60142 -2.43839 0.05
H -0.39662 1.61780 -3.66799 0.10
H -0.63303 4.00921 -4.63530 0.17
H -0.59468 -0.20921 0.50351 0.10
H 1.98858 -0.04327 0.79538 0.08
H 1.78184 1.92192 1.80406 0.08
H -0.12364 1.12912 2.88912 0.09
H -0.56075 2.70400 2.32262 0.04
H -1.19093 1.32723 1.47732 0.05
H 1.70663 -2.98559 -1.51396 0.12
H 2.27948 -1.43812 -1.06678 0.07
H 4.81694 -1.72996 0.67936 0.08
H 5.74876 -3.22365 0.42974 0.10
H 5.29693 -2.25759 -0.95343 0.10
H 1.46882 -1.31280 2.83635 0.14
H -0.66364 -3.74266 2.58272 0.12
H 0.92477 -3.57448 3.19561 0.11
H -0.04671 -5.49742 1.11635 0.05
H 1.64202 -5.00816 1.00027 0.06
H 1.00406 -5.71539 2.44239 0.06
H -1.75126 -3.96195 -2.11881 0.11
H -0.36227 -3.15976 -2.73996 0.07
H 0.98358 -4.72774 -1.02430 0.08
H -0.56284 -5.57536 -0.98706 0.09
H 1.33517 -6.08432 -2.73379 0.11
H 0.55415 -4.86595 -3.67890 0.10
H -0.83492 -6.59224 -4.34266 0.10
H -1.57596 -6.46331 -2.72606 0.10
H 0.85158 -8.19281 -3.33396 0.07
H -0.79090 -8.81071 -3.37727 0.07
H -0.11845 -8.19032 -1.85288 0.07
H -2.57597 -0.10755 0.57655 -0.10
H -4.85169 -1.23459 -2.57771 0.03
H -4.27725 -2.87033 -2.05950 0.04
H -4.56158 -2.50989 -3.74261 0.05
H -2.69334 0.84879 -3.68345 0.06
H -3.67922 -0.19784 -4.63307 0.08
H -1.09411 -0.97471 -5.41805 0.04
H -2.26484 -0.06563 -6.34148 0.08
H -1.04654 0.77885 -5.40372 0.05
C -3.53533 5.42663 -2.28579 -0.07
C -2.91589 5.93160 -1.14949 -0.06
C -3.35195 7.11935 -0.58456 0.00
C -4.41308 7.78184 -1.17086 -0.14
C -5.04234 7.30110 -2.30429 0.00
C -4.59444 6.11477 -2.86356 -0.05
N -4.89313 9.03478 -0.56234 -0.35
O -4.30613 9.44098 0.41994 0.08
O -5.84467 9.58064 -1.07944 0.09
H -3.19843 4.51411 -2.72869 0.05
H -2.09034 5.39493 -0.69865 0.09
H -2.87585 7.51883 0.29831 0.12
H -5.86647 7.84141 -2.74506 0.12
H -5.07213 5.72447 -3.75171 0.11
C 1.53810 8.88969 2.99764 -0.06
C 1.36218 7.83352 2.11301 -0.08
C 1.09680 6.56412 2.59082 -0.03
C 1.01870 6.36982 3.95948 -0.15
C 1.19039 7.40612 4.85762 0.01
C 1.45127 8.67593 4.36569 -0.05
N 0.74780 5.02179 4.47024 -0.34
O 0.64514 4.11638 3.65191 0.02
O 0.65052 4.86732 5.66581 0.10
H 1.74636 9.88038 2.61807 0.12
H 1.43273 8.00159 1.04796 0.11
H 0.96060 5.74574 1.90098 0.04
H 1.12742 7.23052 5.92083 0.12
H 1.59121 9.49805 5.05309 0.11
C -2.88478 -9.11781 5.82152 -0.07
C -3.16919 -9.33788 4.48023 -0.06
C -2.20346 -9.09844 3.51668 0.00
C -0.96203 -8.64251 3.91961 -0.15
C -0.66003 -8.41179 5.24907 0.00
C -1.63360 -8.65247 6.20442 -0.06
N 0.07202 -8.40477 2.90240 -0.35
O -0.22300 -8.59462 1.73974 0.07
O 1.16374 -8.02300 3.27930 0.06
H -3.64016 -9.31127 6.57123 0.11
H -4.14378 -9.69938 4.18398 0.11
H -2.41543 -9.26620 2.47169 0.12
H 0.31667 -8.05401 5.53753 0.12
H -1.41443 -8.48060 7.24886 0.11
C 5.67016 3.45585 0.59676 -0.08
C 4.62471 3.94822 1.36687 -0.07
C 4.43353 5.31573 1.48653 0.00
C 5.29874 6.16672 0.82317 -0.13
C 6.34653 5.69662 0.05430 0.00
C 6.53059 4.32813 -0.05615 -0.06
N 5.09365 7.62179 0.93133 -0.34
O 4.17766 8.00415 1.63459 0.07
O 5.84460 8.34459 0.31390 0.10
H 5.81590 2.38720 0.50461 0.10
H 3.95748 3.26515 1.87555 0.10
H 3.62499 5.70954 2.08495 0.10
H 7.00984 6.38341 -0.44939 0.12
H 7.34614 3.94325 -0.65220 0.11
```

The LUMO energy comes out at -2.70 eV. The calculation puts the HOMO energy at -11.5 eV. The spin multiplicity is 1. Its charge is +1. The energy comes out at -251340.841 eV.

***

Question: The lowest charge belongs to which entry?
Answer: C50H63BBr2N6O14PS

***

Question: What is the energy in the second record?
Answer: -189934.404 eV

***

Question: energy of number 1 (C50H60N6PPdSi)?
Answer: -82387.966 eV